Molecular formula: C18H60O12
Method: DFT, the ωB97M-V functional and the def2-TZVPD basis

Positions of all 90 atoms, in Å:
O -13.8700 5.8359 -32.4112
H -12.9461 5.5225 -32.4644
H -14.2263 5.6837 -33.2910
O -13.5613 9.4210 -29.6229
H -14.1145 9.1898 -28.8665
H -13.3737 8.5777 -30.0519
O -11.3593 4.7806 -33.2141
H -11.1876 4.0977 -33.8719
H -10.9429 5.5941 -33.5791
O -9.4650 2.4861 -31.1821
H -9.6870 1.5678 -30.9890
H -10.3130 2.9200 -31.3451
O -7.4417 3.9038 -29.6748
H -7.6977 4.8261 -29.6327
H -8.1700 3.4874 -30.1681
O -10.2257 8.4413 -26.0501
H -9.5928 8.6228 -26.7541
H -9.8367 7.7106 -25.5556
C -10.3848 7.0100 -29.3664
C -9.4946 6.9605 -30.5902
C -8.0756 7.4702 -30.2517
O -9.3935 5.6134 -31.0252
H -10.2717 7.9364 -28.7918
H -10.0936 6.2748 -28.6151
H -11.4469 6.9615 -29.6029
H -9.8618 7.6299 -31.3722
H -7.9626 8.2594 -29.5046
H -7.6590 7.9001 -31.1747
H -7.2754 6.7755 -29.9721
H -10.0098 5.4761 -31.7512
C -4.2811 8.9468 -32.7038
C -3.7247 8.1344 -31.5509
C -2.3985 8.6984 -31.0689
O -4.7038 8.0672 -30.5100
H -4.6072 9.9223 -32.3442
H -4.9953 8.3676 -33.2948
H -3.5026 9.1482 -33.4529
H -3.5418 7.1218 -31.9374
H -1.5927 8.3343 -31.7079
H -2.0991 8.3701 -30.0697
H -2.3610 9.7885 -31.0308
H -5.4765 7.6770 -30.9349
C -11.9963 10.1688 -33.1920
C -12.0594 9.6970 -34.6360
C -12.6763 8.3354 -34.9508
O -12.7925 10.7208 -35.3427
H -11.5952 9.4413 -32.4759
H -13.0057 10.3155 -32.8003
H -11.4154 11.0825 -33.1020
H -11.0310 9.6889 -35.0323
H -13.7327 8.2291 -34.7066
H -12.0649 7.6256 -34.3891
H -12.5754 8.1736 -36.0259
H -13.4833 10.3033 -35.8575
C -14.3268 5.6586 -25.3042
C -13.5563 6.8307 -25.8297
C -12.6954 6.5377 -27.0837
O -14.4811 7.8673 -26.1729
H -15.0400 6.0496 -24.5754
H -13.6869 4.8873 -24.8822
H -14.9411 5.2098 -26.0891
H -12.8304 7.2310 -25.1088
H -11.6677 6.2485 -26.8352
H -12.5542 7.3748 -27.7594
H -13.0423 5.6603 -27.6411
H -14.0247 8.7117 -26.1884
C -4.6726 11.7737 -29.7478
C -5.8981 11.0214 -29.3018
C -5.8508 10.7413 -27.8044
O -7.0776 11.7484 -29.6927
H -4.4441 12.7096 -29.2322
H -4.8369 12.1201 -30.7755
H -3.7729 11.1551 -29.7300
H -5.9467 10.0431 -29.7858
H -5.0260 10.0375 -27.6434
H -6.6876 10.2299 -27.3274
H -5.5895 11.6282 -27.2244
H -7.1494 11.6347 -30.6448
C -7.6411 7.8544 -34.8753
C -8.3440 6.4963 -34.8479
C -7.6516 5.4481 -34.0110
O -9.6874 6.6921 -34.3225
H -8.2012 8.5431 -35.5050
H -6.6232 7.6870 -35.2287
H -7.6017 8.2018 -33.8407
H -8.4578 6.1726 -35.8883
H -6.8565 5.8131 -33.3565
H -7.2240 4.6718 -34.6495
H -8.2852 4.8949 -33.3148
H -10.0498 7.4761 -34.7532

maximum force	2.23	eV Å⁻¹
SMILES	CC(C)O.CC(C)O.CC(C)O.CC(C)O.CC(C)O.CC(C)O.O.O.O.O.O.O
energy above the lowest of the compared OMol25 structures with the same formula, charge and spin	30.5	kcal per mole
2S+1	1
E_LUMO	0.1	eV
Kohn-Sham gap	10.014	eV

=====

Molecular formula: C18H62O13
Method: DFT, the ωB97M-V functional and the def2-TZVPD basis

Positions of all 93 atoms, in Å:
C -3.7107 -2.6496 2.0106
C -2.2210 -2.7510 1.7078
O -2.0250 -3.8577 0.8359
H -4.3195 -2.3936 1.1402
H -3.8805 -2.0312 2.9154
H -4.1544 -3.6208 2.3071
H -1.5761 -2.8620 2.6446
H -1.9472 -1.8566 1.1004
H -2.4649 -4.5662 1.3292
C 4.7830 3.3587 -0.8387
C 4.0975 2.1475 -0.2993
O 3.5078 2.2189 0.9958
H 5.3524 3.2134 -1.7705
H 5.4123 3.7862 -0.0889
H 4.0517 4.2023 -1.0185
H 4.7352 1.2131 -0.3446
H 3.2520 1.9462 -0.9511
H 2.7539 2.8134 0.8654
C -2.8980 0.8392 4.8267
C -1.6606 0.3659 3.9808
O -0.7700 1.3944 3.6326
H -3.3989 1.7027 4.3201
H -2.6254 1.1412 5.8518
H -3.7081 0.0911 4.7786
H -2.1045 -0.0473 3.0842
H -1.2267 -0.5623 4.4007
H 0.1221 1.0628 3.6171
C -3.9012 -1.3306 -3.0070
C -3.3216 -1.0362 -1.6339
O -4.4498 -0.5838 -0.8627
H -4.9276 -1.7426 -2.9214
H -3.3668 -2.1587 -3.5359
H -3.8984 -0.4527 -3.6077
H -2.4818 -0.2802 -1.6960
H -2.8525 -1.9459 -1.2181
H -4.1947 -0.0171 -0.1000
C 0.3600 0.1344 -0.3065
C 0.6089 -1.0162 -1.2413
O 1.5958 -0.5178 -2.2104
H -0.0914 0.9485 -0.8720
H 1.3443 0.4962 0.0882
H -0.2876 0.0489 0.5618
H -0.3153 -1.3053 -1.7755
H 0.8355 -1.9715 -0.7445
H 1.7166 -1.2155 -2.8586
C -1.0676 1.5186 -3.7136
C 0.0968 2.5318 -3.8743
O 0.7728 2.7522 -2.5847
H -0.7501 0.5323 -3.4573
H -1.5400 1.3435 -4.7059
H -1.8829 1.8357 -3.0689
H -0.2666 3.4975 -4.2233
H 0.7326 2.0788 -4.6210
H 1.1485 1.8974 -2.3355
C -2.2469 5.4392 1.1500
C -1.4871 4.6240 2.0644
O -1.4011 3.3512 1.4425
H -1.8869 5.1931 0.1473
H -2.2305 6.5173 1.4091
H -3.3080 5.1542 1.2318
H -1.9859 4.5516 3.0467
H -0.4759 5.0166 2.2226
H -1.1729 2.7089 2.1143
C -0.2949 -5.0049 -1.5438
C 0.7660 -4.9418 -0.4770
O 2.0756 -4.8330 -1.0870
H -0.3703 -3.9834 -1.9297
H -1.2741 -5.2680 -1.0903
H -0.0183 -5.7263 -2.3199
H 0.7151 -5.9105 0.0924
H 0.5855 -4.1673 0.3005
H 2.4554 -4.0543 -0.6025
C 5.1802 -1.8777 1.0562
C 4.8719 -2.0510 -0.3625
O 3.4611 -2.2656 -0.4712
H 6.2545 -1.7216 1.0414
H 5.1360 -2.7851 1.7720
H 4.7768 -0.9639 1.4937
H 5.4015 -2.9430 -0.8054
H 5.0799 -1.1364 -0.9527
H 3.1957 -1.9090 -1.3058
O -4.0386 1.4368 0.9897
H -4.5656 2.1638 0.6520
H -3.1190 1.7213 0.8514
O 1.3367 3.8464 0.0236
H 0.4986 3.9473 0.4851
H 1.0720 3.6373 -0.8736
O 2.0336 1.1611 3.3126
H 2.2886 1.3729 2.3790
H 2.5239 1.6960 3.9366
O 2.3491 -3.0885 -3.2202
H 2.7401 -3.3808 -4.0046
H 2.0860 -3.8673 -2.6768

maximum force	3.06	eV Å⁻¹
energy above the lowest of the compared OMol25 structures with the same formula, charge and spin	62.7	kcal per mole
2S+1	1
E_LUMO	0.6	eV
Kohn-Sham gap	10.319	eV

=====

Molecular formula: C18H64N6O14
Method: DFT, the ωB97M-V functional and the def2-TZVPD basis

Positions of all 102 atoms, in Å:
C -19.4708 16.7697 -1.7005
C -20.7590 15.9164 -1.5339
O -20.3672 14.5505 -1.3387
H -19.0060 16.8502 -0.8084
H -19.8554 17.7531 -1.9148
H -18.8675 16.4347 -2.5098
H -21.3703 16.0147 -2.3851
H -21.3944 16.2775 -0.7816
H -20.1121 14.2223 -2.1845
C -28.3081 16.8546 -3.7252
C -27.7999 16.3632 -5.1309
O -26.5536 16.9755 -5.2709
H -29.3151 16.5614 -3.4654
H -28.2149 17.9188 -3.5465
H -27.6807 16.3946 -2.9800
H -28.5157 16.6519 -5.8913
H -27.7134 15.2495 -5.1270
H -26.0593 16.6358 -6.0202
C -29.8053 12.7797 -1.4843
C -28.5514 13.3055 -2.1528
O -27.3589 12.8224 -1.5531
H -30.6495 13.0136 -2.0675
H -29.9265 13.0898 -0.4469
H -29.7671 11.7092 -1.4631
H -28.5160 14.4637 -2.0110
H -28.4209 12.9797 -3.1946
H -26.8783 13.5785 -1.1579
C -26.3348 12.7126 -6.4201
C -25.9482 12.6546 -4.9201
O -25.7188 13.9646 -4.4364
H -27.2900 13.2522 -6.5345
H -26.5297 11.6913 -6.7113
H -25.6902 13.1917 -7.1096
H -24.9897 12.1448 -4.8361
H -26.7225 12.1729 -4.4063
H -25.9626 14.0709 -3.5191
C -23.0120 15.8979 -5.8398
O -22.0889 16.1789 -6.7870
N -23.5013 16.7519 -4.9836
N -23.7042 14.8219 -6.0008
H -23.1450 17.6845 -5.0679
H -24.3469 16.6714 -4.4118
H -23.1521 14.1865 -6.5767
H -24.4614 14.5503 -5.3174
C -25.0916 16.3484 -1.9334
O -25.8683 15.2170 -1.9425
N -25.1947 17.2804 -2.8676
N -24.2841 16.6471 -0.9166
H -25.8957 17.2286 -3.6606
H -24.6329 18.1352 -2.8679
H -24.2681 15.8945 -0.1825
H -23.6904 17.4478 -0.8235
C -24.6617 15.3479 3.5366
O -24.8895 16.1812 2.4380
N -25.3289 14.3204 3.7138
N -23.9089 15.6377 4.5676
H -25.9418 14.0694 2.9945
H -25.2042 13.6423 4.5311
H -23.2944 16.4791 4.4938
H -23.7375 14.9447 5.3824
C -22.9627 13.5929 -2.9274
O -23.8429 12.8834 -2.1394
H -21.9815 13.3012 -2.6292
H -23.0628 14.6663 -2.9394
H -23.0985 13.3673 -4.0053
H -23.8409 11.9471 -2.3403
C -20.6292 19.2348 0.3452
O -21.9334 18.6808 0.3726
H -20.3304 19.6486 -0.5740
H -19.8050 18.5930 0.5574
H -20.5672 20.0406 1.0367
H -22.5483 19.4121 0.4475
C -25.8305 20.1932 -5.1516
O -26.2995 19.5342 -6.3563
H -26.4653 20.0989 -4.2834
H -25.7383 21.3098 -5.1944
H -24.8734 19.8068 -4.8238
H -26.4057 18.5887 -6.2063
C -27.9652 15.7237 0.7632
O -26.9666 14.6980 0.9440
H -28.1622 15.9186 -0.2916
H -27.7583 16.6709 1.2071
H -28.8667 15.3648 1.2598
H -26.2104 14.9776 0.4387
C -23.0233 14.3807 0.7749
O -24.2444 14.0126 0.2093
H -23.0266 14.2872 1.8621
H -22.7821 15.4167 0.5745
H -22.2123 13.7439 0.2972
H -24.1342 13.7876 -0.7424
C -26.8224 19.1869 -0.3409
O -25.8462 18.5179 0.4234
H -27.7548 18.6085 -0.3292
H -26.4798 19.2530 -1.3303
H -27.0566 20.1656 0.0615
H -25.4765 17.7389 -0.1316
C -22.5170 19.3791 -2.7483
O -23.8723 19.6185 -2.3751
H -21.8591 19.7948 -1.9940
H -22.1309 19.6141 -3.7135
H -22.3569 18.3370 -2.7600
H -23.9936 20.5486 -2.1638

maximum force	9.84	eV Å⁻¹
energy above the lowest of the compared OMol25 structures with the same formula, charge and spin	9.1	kcal per mole
2S+1	1
E_LUMO	0.1	eV
Kohn-Sham gap	8.837	eV

=====

Molecular formula: C18H89FO27P
Method: DFT, the ωB97M-V functional and the def2-TZVPD basis

Positions of all 136 atoms, in Å:
C -5.5138 2.7815 -1.1364
C -4.3469 2.5295 -1.2608
P -2.6745 2.1296 -1.4590
C -2.3964 1.7246 -3.1803
C -3.3304 0.5606 -3.6332
C -4.0952 0.9675 -4.8835
F -5.0248 1.9223 -4.4835
C -1.6341 3.4482 -0.8189
C -1.1701 4.4604 -1.9035
C 0.2664 4.9253 -1.6777
C 1.4060 4.0730 -2.3129
C 1.0313 2.8114 -3.1017
C 0.9101 1.5476 -2.2284
C 2.2976 1.0994 -1.7025
C 2.4292 1.0558 -0.1694
C 2.1603 -0.3414 0.4317
C 3.3444 -0.8884 1.2177
C 3.6227 -0.1758 2.5600
C 2.3728 0.3598 3.2549
C 2.7051 0.8210 4.6802
H -6.5858 2.8017 -1.1204
H -2.4880 0.9887 -0.6710
H -2.6436 2.6148 -3.7593
H -1.3641 1.4235 -3.3486
H -2.7465 -0.3359 -3.8463
H -4.0499 0.2820 -2.8641
H -4.5840 0.1264 -5.3710
H -3.3922 1.4015 -5.6018
H -2.2372 3.9708 -0.0728
H -0.7875 3.0293 -0.2755
H -1.8207 5.3311 -1.8003
H -1.3352 4.0871 -2.9115
H 0.4536 5.0137 -0.6060
H 0.3459 5.9393 -2.0648
H 2.0953 3.7653 -1.5248
H 1.9824 4.7355 -2.9592
H 0.1656 2.9518 -3.7566
H 1.8637 2.6046 -3.7800
H 0.5109 0.7375 -2.8487
H 0.2382 1.6985 -1.3780
H 3.0232 1.8019 -2.1217
H 2.5252 0.1322 -2.1422
H 1.7168 1.7673 0.2644
H 3.4342 1.3961 0.0876
H 1.9546 -1.0296 -0.3865
H 1.2529 -0.3668 1.0383
H 4.2572 -0.8441 0.6157
H 3.1908 -1.9493 1.4202
H 4.0854 -0.9018 3.2337
H 4.3329 0.6499 2.4442
H 1.6174 -0.4244 3.3330
H 1.9509 1.2040 2.7028
H 3.3589 0.1135 5.1909
H 3.1885 1.7981 4.6909
H 1.7949 0.9025 5.2805
O -7.2797 1.5632 1.8168
H -7.7151 0.7135 1.6909
H -6.8920 1.7706 0.9636
O 0.2957 -2.0997 4.5878
H 0.0582 -2.9760 4.2577
H -0.5465 -1.6495 4.7293
O 0.5930 -5.1756 5.0061
H 1.3174 -5.1592 5.6451
H 1.0344 -5.1674 4.1496
O 2.2107 -0.5840 -4.6779
H 2.1047 0.2575 -5.1390
H 3.1437 -0.7935 -4.7936
O -1.1736 0.3121 5.4270
H -0.6178 0.1815 6.2040
H -1.3084 1.2647 5.3858
O -2.0711 0.9671 2.5035
H -1.9546 0.6523 3.4124
H -2.6370 1.7411 2.5970
O 4.9964 3.2736 5.6878
H 5.4037 3.9902 6.1836
H 5.5443 3.2176 4.8977
O 3.6195 -3.2936 -0.8502
H 2.7304 -3.4248 -1.2098
H 4.1773 -3.1468 -1.6193
O -4.4755 -1.1500 1.5406
H -4.0868 -0.4591 2.0892
H -3.8851 -1.2087 0.7831
O -5.3187 -1.8850 -2.1875
H -5.9989 -2.0624 -2.8457
H -5.6484 -1.1273 -1.6926
O 1.9760 1.6837 -6.7327
H 2.1567 1.3199 -7.6092
H 1.4105 2.4414 -6.9065
O 6.5969 4.8488 3.6054
H 6.8472 4.4760 2.7541
H 6.8473 5.7759 3.5469
O 2.7965 -4.6725 7.1652
H 3.3160 -4.7539 7.9760
H 2.6320 -3.7278 7.0684
O -1.1940 -1.8477 1.8209
H -0.6670 -1.9741 2.6201
H -1.3289 -0.8940 1.7925
O -1.0583 -6.8443 6.7007
H -1.3372 -7.7360 6.4645
H -0.5848 -6.5180 5.9227
O 4.9009 -5.2373 5.1660
H 4.1902 -5.3156 5.8170
H 5.6441 -5.7115 5.5485
O 0.7748 8.2432 -0.6411
H -0.0950 8.1462 -1.0397
H 1.3637 8.4267 -1.3802
O -2.6202 -2.9028 -2.5034
H -2.6745 -3.7476 -2.0466
H -3.4407 -2.4442 -2.2787
O -8.7039 4.6021 -1.7072
H -8.1939 5.3097 -1.2993
H -8.3090 4.4785 -2.5766
O -1.3395 -0.4273 -6.4965
H -1.2213 -0.3857 -5.5435
H -2.2906 -0.5059 -6.6349
O -3.1219 2.1022 -8.6207
H -3.7758 1.8977 -7.9459
H -2.3226 1.6426 -8.3400
O -0.5689 -9.9747 6.6555
H -0.6929 -10.6112 5.9445
H 0.1630 -10.3254 7.1715
O -5.1359 -1.9211 -6.3526
H -5.3025 -2.7960 -6.7201
H -6.0148 -1.5769 -6.1612
O 1.4402 -2.2649 -2.3050
H 0.5495 -2.4279 -2.6354
H 1.9500 -2.0712 -3.1029
O 0.8418 0.0383 -8.8549
H -0.0015 -0.2124 -8.4624
H 0.9129 -0.4959 -9.6523
O 4.4550 -5.8753 9.2890
H 3.7270 -6.0251 9.9023
H 5.2049 -6.3257 9.6887
O 5.9746 -3.1080 1.3942
H 5.2435 -3.1984 0.7699
H 5.8434 -2.2459 1.7994

maximum force	1.06	eV Å⁻¹
charge	+1
2S+1	1
E_LUMO	-3.0	eV
Kohn-Sham gap	8.281	eV